Entry 1:
{"formula": "F2H2O2Si", "method": "ωB97M-V/def2-TZVPD", "smiles": "O=[Si](O)F.F", "total_charge": 0, "elements": ["O", "Si", "O", "F", "H", "F", "H"], "coordinates": [[-0.4747, -1.6036, 0.6752], [0.6338, -0.5665, 0.6630], [0.7463, 0.9193, 1.2469], [2.1162, -0.7743, 0.0545], [0.0859, 1.6060, 1.1124], [-1.3440, 0.4389, -1.5562], [-1.7635, -0.0198, -2.1959]], "forces_ev_per_a": [[0.53, 0.43, 0.07], [0.72, -0.55, -0.71], [-0.08, 0.44, -0.09], [-1.17, -0.13, 0.48], [-0.11, -0.27, 0.19], [1.13, 1.29, 1.56], [-1.02, -1.22, -1.49]]}

---

Entry 2:
{"formula": "F2H2O4Si", "method": "ωB97M-V/def2-TZVPD", "smiles": "O[Si](O)(F)OOF", "total_charge": 0, "elements": ["O", "Si", "O", "F", "O", "O", "F", "H", "H"], "coordinates": [[-0.2270, -1.8641, -0.7930], [0.4101, -0.4553, -0.4146], [1.3660, -0.6690, 0.8280], [1.1188, 0.0868, -1.7731], [-0.6078, 0.9971, -0.0377], [-1.6658, 1.6011, 0.5107], [-1.4450, 2.0335, 1.8684], [-0.7329, -1.7537, -1.5975], [1.7837, 0.0236, 1.4087]], "forces_ev_per_a": [[-0.61, -0.16, 0.14], [-0.59, 3.01, 0.09], [1.35, 0.85, 1.49], [-0.69, -0.13, 1.34], [2.58, -1.03, -1.06], [-1.53, -0.52, -0.45], [0.79, -0.41, 0.12], [-0.36, -0.51, -0.47], [-0.93, -1.10, -1.21]]}

---

Entry 3:
{"formula": "F2H2SSi", "method": "ωB97M-V/def2-TZVPD", "total_charge": 0, "elements": ["F", "F", "Si", "S", "H", "H"], "coordinates": [[0.5489, 1.4177, -0.9361], [-1.7314, 1.7486, -1.1937], [-0.7397, 0.4656, -1.1631], [-0.8803, -1.4953, -1.2304], [1.3190, -1.2032, 1.8986], [1.4835, -0.9335, 2.6246]], "forces_ev_per_a": [[-0.31, -1.40, -0.20], [-0.11, -1.70, -0.19], [0.46, 1.38, 0.42], [-0.04, 1.72, -0.02], [0.32, 0.53, 1.43], [-0.33, -0.53, -1.44]]}

---

In the order shown, the computed frontier orbital gap values come out to 10.92; 10.59; 9.82 eV.
In the order shown, the computed DFT total energy values come out to -641.0209; -791.3542; -888.6988 a.u..